[1]
Computed, not measured: a 5-piece molecular cluster, C34H63Br3F3N4O21P4 overall, with ωB97M-V/def2-TZVPD.

Computed properties:
E_HOMO = -0.3817 hartree
Energy = -340670.436 eV
Kohn-Sham gap = 6.3 eV
Total charge = +1

Last columns: bonded neighbours and bond lengths (Å).
Element x y z (Å)
1 C 6.70 1.45 -1.43  C2 1.543, H42 1.091, H43 1.089, H44 1.079
2 C 6.00 0.56 -2.48  C1 1.543, C3 1.528, H45 1.087, H46 1.089
3 C 4.83 -0.21 -1.86  C2 1.528, C4 1.536, H47 1.091, H48 1.092
4 C 3.64 0.68 -1.51  C3 1.536, C5 1.537, H49 1.095, H50 1.084
5 C 2.26 0.01 -1.65  C4 1.537, C6 1.552, H51 1.087, H52 1.085
6 C 1.63 -0.69 -0.42  C5 1.552, C7 1.544, O9 1.443, C32 1.552
7 C 2.70 -0.83 0.69  C6 1.544, N8 1.452, H53 1.086, H54 1.096
8 N 3.02 0.32 1.51  C7 1.452, H55 1.006, H56 1.003
9 O 1.47 -2.05 -0.88  C6 1.443, C10 1.425
10 C 0.50 -3.00 -0.48  O9 1.425, N11 1.451, P12 1.916, C15 1.573
11 N -0.08 -3.57 -1.68  C10 1.451, H57 1.017, H58 1.017
12 P 1.60 -4.51 -0.03  C10 1.916, N13 1.728, O14 1.642
13 N 0.43 -5.70 0.40  P12 1.728, H59 1.018, H60 1.018
14 O 2.24 -4.08 1.41  P12 1.642, H61 0.959
15 C -0.63 -2.56 0.53  C10 1.573, C16 1.531, P17 1.910, N21 1.577
16 C -0.66 -3.44 1.79  C15 1.531, H62 1.084, H63 1.091, H64 1.081
17 P -2.32 -3.09 -0.19  C15 1.910, O18 1.466, O19 1.585, O20 1.595
18 O -2.78 -2.42 -1.41  P17 1.466
19 O -3.34 -2.85 1.00  P17 1.585, H65 0.987
20 O -2.27 -4.67 -0.36  P17 1.595, H66 0.963
21 N -0.58 -1.03 0.89  C15 1.577, Br22 2.010, C23 1.529, C32 1.546
22 Br 0.36 -0.94 2.66  N21 2.010
23 C -1.91 -0.43 1.36  N21 1.529, C24 1.530, H67 1.085, H68 1.084
24 C -3.02 0.03 0.41  C23 1.530, C25 1.537, H69 1.083, H70 1.085
25 C -4.14 0.68 1.24  C24 1.537, F26 1.362, Br27 1.972, C28 1.553
26 F -3.66 1.58 2.14  C25 1.362
27 Br -5.21 1.71 -0.06  C25 1.972
28 C -5.10 -0.30 1.98  C25 1.553, F29 1.359, F30 1.363, Br31 1.937
29 F -4.38 -1.09 2.82  C28 1.359
30 F -5.94 0.45 2.75  C28 1.363
31 Br -6.21 -1.39 0.83  C28 1.937
32 C 0.22 -0.12 -0.07  C6 1.552, N21 1.546, C33 1.543, P37 1.931
33 C 0.15 1.32 0.46  C32 1.543, C34 1.535, H71 1.091, H72 1.090
34 C 1.16 2.40 0.05  C33 1.535, C35 1.545, H73 1.085, H74 1.081
35 C 0.51 3.80 0.15  C34 1.545, O36 1.432, H75 1.087, H76 1.084
36 O 1.35 4.71 0.87  C35 1.432, H77 0.957
37 P -0.82 -0.14 -1.69  C32 1.931, P38 2.141, H78 1.396
38 P -1.07 1.75 -2.66  P37 2.141, O39 1.475, O40 1.585, O41 1.595
39 O -1.75 1.38 -3.92  P38 1.475
40 O -1.97 2.73 -1.80  P38 1.585, H79 0.984
41 O 0.28 2.55 -2.98  P38 1.595, H80 0.961
42 H 6.63 0.95 -0.47  C1 1.091
43 H 6.14 2.38 -1.33  C1 1.089
44 H 7.73 1.63 -1.69  C1 1.079
45 H 5.68 1.17 -3.32  C2 1.087
46 H 6.72 -0.19 -2.80  C2 1.089
47 H 5.23 -0.72 -0.98  C3 1.091
48 H 4.52 -1.00 -2.54  C3 1.092
49 H 3.66 1.46 -2.28  C4 1.095
50 H 3.79 1.21 -0.57  C4 1.084
51 H 2.35 -0.72 -2.45  C5 1.087
52 H 1.60 0.76 -2.06  C5 1.085
53 H 3.61 -1.19 0.24  C7 1.086
54 H 2.40 -1.68 1.31  C7 1.096
55 H 3.78 0.12 2.13  N8 1.006
56 H 2.24 0.73 2.01  N8 1.003
57 H 0.72 -3.86 -2.25  N11 1.017
58 H -0.57 -2.86 -2.23  N11 1.017
59 H 0.01 -5.98 -0.49  N13 1.018
60 H 0.98 -6.51 0.69  N13 1.018
61 H 2.97 -4.67 1.60  O14 0.959
62 H -1.39 -3.10 2.51  C16 1.084
63 H -1.02 -4.43 1.52  C16 1.091
64 H 0.32 -3.63 2.22  C16 1.081
65 H -3.36 -3.58 1.66  O19 0.987
66 H -3.07 -4.90 -0.84  O20 0.963
67 H -2.33 -1.16 2.05  C23 1.085
68 H -1.71 0.41 2.01  C23 1.084
69 H -2.71 0.82 -0.27  C24 1.083
70 H -3.49 -0.72 -0.21  C24 1.085
71 H -0.85 1.71 0.23  C33 1.091
72 H 0.14 1.35 1.55  C33 1.090
73 H 1.96 2.45 0.78  C34 1.085
74 H 1.61 2.32 -0.93  C34 1.081
75 H -0.41 3.76 0.72  C35 1.087
76 H 0.35 4.21 -0.84  C35 1.084
77 H 2.08 4.96 0.31  O36 0.957
78 H -0.04 -0.76 -2.67  P37 1.396
79 H -1.73 3.65 -2.02  O40 0.984
80 H 0.30 2.77 -3.92  O41 0.961
81 C -2.77 -1.90 5.93  C82 1.507, H88 1.090, H89 1.089, H90 1.091
82 C -2.41 -3.36 5.85  C81 1.507, C83 1.511, O87 1.441, H91 1.094
83 C -1.57 -3.90 6.99  C82 1.511, O84 1.437, H92 1.086, H93 1.092
84 O -0.90 -5.00 6.36  C83 1.437, C85 1.352
85 C -0.79 -4.72 5.04  O84 1.352, O86 1.185, O87 1.358
86 O -0.13 -5.32 4.26  C85 1.185
87 O -1.55 -3.63 4.73  C82 1.441, C85 1.358
88 H -3.18 -1.56 4.98  C81 1.090
89 H -3.52 -1.73 6.71  C81 1.089
90 H -1.89 -1.29 6.15  C81 1.091
91 H -3.32 -3.97 5.72  C82 1.094
92 H -2.15 -4.24 7.84  C83 1.086
93 H -0.82 -3.18 7.32  C83 1.092
94 C 7.56 4.54 -7.43  C95 1.507, H101 1.089, H102 1.090, H103 1.091
95 C 7.20 3.63 -6.29  C94 1.507, C96 1.510, O100 1.441, H104 1.094
96 C 6.63 4.29 -5.06  C95 1.510, O97 1.437, H105 1.087, H106 1.092
97 O 6.99 3.36 -4.03  C96 1.437, C98 1.363
98 C 8.12 2.72 -4.44  O97 1.363, O99 1.185, O100 1.353
99 O 8.79 2.02 -3.75  C98 1.185
100 O 8.37 3.00 -5.74  C95 1.441, C98 1.353
101 H 8.15 4.02 -8.18  C94 1.089
102 H 6.65 4.92 -7.91  C94 1.090
103 H 8.15 5.39 -7.08  C94 1.091
104 H 6.53 2.83 -6.64  C95 1.094
105 H 5.56 4.43 -5.10  C96 1.087
106 H 7.12 5.25 -4.85  C96 1.092
107 C -3.36 8.37 -0.58  C108 1.506, H114 1.089, H115 1.089, H116 1.090
108 C -2.01 7.74 -0.84  C107 1.506, C109 1.511, O113 1.451, H117 1.093
109 C -1.13 8.44 -1.84  C108 1.511, O110 1.442, H118 1.086, H119 1.091
110 O -0.31 7.36 -2.33  C109 1.442, C111 1.339
111 C -1.03 6.23 -2.19  O110 1.339, O112 1.199, O113 1.341
112 O -0.72 5.18 -2.66  C111 1.199
113 O -2.14 6.44 -1.47  C108 1.451, C111 1.341
114 H -3.99 7.68 -0.02  C107 1.089
115 H -3.24 9.28 -0.01  C107 1.089
116 H -3.86 8.60 -1.52  C107 1.090
117 H -1.48 7.59 0.10  C108 1.093
118 H -0.52 9.23 -1.42  C109 1.086
119 H -1.70 8.84 -2.69  C109 1.091
120 C -7.97 -4.96 2.57  C121 1.506, H127 1.089, H128 1.089, H129 1.091
121 C -6.66 -5.48 2.03  C120 1.506, C122 1.511, O126 1.450, H130 1.093
122 C -6.22 -6.83 2.56  C121 1.511, O123 1.444, H131 1.086, H132 1.091
123 O -4.79 -6.74 2.42  C122 1.444, C124 1.336
124 C -4.46 -5.44 2.50  O123 1.336, O125 1.202, O126 1.342
125 O -3.34 -5.03 2.61  C124 1.202
126 O -5.55 -4.66 2.46  C121 1.450, C124 1.342
127 H -8.09 -3.91 2.31  C120 1.089
128 H -8.80 -5.52 2.14  C120 1.089
129 H -8.01 -5.04 3.65  C120 1.091
130 H -6.67 -5.47 0.94  C121 1.093
131 H -6.61 -7.67 1.99  C122 1.086
132 H -6.45 -6.96 3.62  C122 1.091

=====

[2]
Computed, not measured: a 9-piece molecular cluster, C34H63N7O2 overall, with ωB97M-V/def2-TZVPD.

Computed properties:
E_HOMO = -0.0240 hartree
Energy above the lowest of the compared OMol25 structures with the same formula, charge and spin = 36.3 kcal/mol
Energy = -50801.696 eV
Kohn-Sham gap = 4.3 eV
Total charge = -2

Last columns: bonded neighbours and bond lengths (Å).
Element x y z (Å)
1 C 0.92 -0.26 0.58  C2 1.535, H5 1.097, H6 1.092, H7 1.100
2 C -0.06 0.49 -0.33  C1 1.535, C3 1.543, O4 1.324, H8 1.146
3 C -0.81 -0.52 -1.23  C2 1.543, H9 1.104, H10 1.111, H11 1.088
4 O -0.87 1.35 0.28  C2 1.324
5 H 0.39 -0.72 1.42  C1 1.097
6 H 1.67 0.41 1.01  C1 1.092
7 H 1.45 -1.03 0.00  C1 1.100
8 H 0.63 1.05 -1.06  C2 1.146
9 H -1.39 -1.22 -0.61  C3 1.104
10 H -0.15 -1.16 -1.85  C3 1.111
11 H -1.45 0.02 -1.93  C3 1.088
12 C 3.76 -1.99 2.68  C13 1.547, H16 1.097, H17 1.087, H18 1.115
13 C 3.96 -3.38 2.04  C12 1.547, C14 1.539, O15 1.344, H19 1.134
14 C 2.90 -3.62 0.95  C13 1.539, H20 1.097, H21 1.102, H22 1.091
15 O 5.21 -3.50 1.56  C13 1.344
16 H 3.72 -1.19 1.93  C12 1.097
17 H 4.50 -1.82 3.46  C12 1.087
18 H 2.74 -1.96 3.14  C12 1.115
19 H 3.70 -4.11 2.87  C13 1.134
20 H 3.10 -2.96 0.09  C14 1.097
21 H 1.90 -3.37 1.33  C14 1.102
22 H 2.95 -4.64 0.58  C14 1.091
23 C 4.27 2.54 4.86  C24 1.516, H28 1.093, H29 1.096, H30 1.089
24 C 3.85 1.24 4.19  C23 1.516, C25 1.514, H31 1.087, H32 1.095
25 C 2.34 1.14 4.07  C24 1.514, C26 1.461, H33 1.092, H34 1.094
26 C 1.80 2.29 3.35  C25 1.461, N27 1.144
27 N 1.46 3.23 2.79  C26 1.144
28 H 5.35 2.57 4.98  C23 1.093
29 H 3.83 2.61 5.86  C23 1.096
30 H 3.94 3.40 4.28  C23 1.089
31 H 4.29 0.38 4.69  C24 1.087
32 H 4.26 1.22 3.18  C24 1.095
33 H 1.87 1.07 5.05  C25 1.092
34 H 2.04 0.28 3.46  C25 1.094
35 C 3.00 -1.79 -2.84  C36 1.529, H40 1.089, H41 1.101, H42 1.092
36 C 3.86 -0.57 -2.54  C35 1.529, C37 1.535, H43 1.088, H44 1.100
37 C 4.71 -0.68 -1.27  C36 1.535, C38 1.461, H45 1.095, H46 1.096
38 C 5.64 -1.81 -1.33  C37 1.461, N39 1.140
39 N 6.40 -2.65 -1.48  C38 1.140
40 H 3.58 -2.68 -3.06  C35 1.089
41 H 2.40 -1.58 -3.74  C35 1.101
42 H 2.25 -2.01 -2.07  C35 1.092
43 H 3.23 0.32 -2.61  C36 1.088
44 H 4.58 -0.56 -3.37  C36 1.100
45 H 4.07 -0.72 -0.38  C37 1.095
46 H 5.28 0.24 -1.13  C37 1.096
47 C -5.49 1.34 -2.39  C48 1.526, H52 1.090, H53 1.102, H54 1.093
48 C -4.38 0.39 -1.97  C47 1.526, C49 1.517, H55 1.090, H56 1.098
49 C -4.30 0.21 -0.46  C48 1.517, C50 1.444, H57 1.092, H58 1.092
50 C -4.25 1.47 0.23  C49 1.444, N51 1.136
51 N -4.20 2.52 0.67  C50 1.136
52 H -5.17 2.38 -2.27  C47 1.090
53 H -6.36 1.22 -1.73  C47 1.102
54 H -5.89 1.18 -3.39  C47 1.093
55 H -3.44 0.76 -2.37  C48 1.090
56 H -4.51 -0.59 -2.45  C48 1.098
57 H -3.39 -0.35 -0.22  C49 1.092
58 H -5.14 -0.41 -0.15  C49 1.092
59 C 4.04 3.68 0.23  C60 1.519, H64 1.096, H65 1.094, H66 1.089
60 C 3.58 2.77 -0.89  C59 1.519, C61 1.530, H67 1.092, H68 1.091
61 C 2.73 3.50 -1.93  C60 1.530, C62 1.463, H69 1.093, H70 1.095
62 C 1.46 4.02 -1.41  C61 1.463, N63 1.145
63 N 0.50 4.44 -0.95  C62 1.145
64 H 4.80 4.40 -0.11  C59 1.096
65 H 4.55 3.10 1.00  C59 1.094
66 H 3.18 4.18 0.68  C59 1.089
67 H 2.98 1.98 -0.44  C60 1.092
68 H 4.41 2.28 -1.40  C60 1.091
69 H 2.50 2.81 -2.75  C61 1.093
70 H 3.28 4.34 -2.36  C61 1.095
71 C -4.56 -0.64 3.24  C72 1.522, H76 1.094, H77 1.089, H78 1.099
72 C -3.24 -1.37 3.37  C71 1.522, C73 1.524, H79 1.091, H80 1.094
73 C -2.07 -0.68 2.67  C72 1.524, C74 1.463, H81 1.094, H82 1.099
74 C -1.79 0.66 3.19  C73 1.463, N75 1.139
75 N -1.61 1.67 3.68  C74 1.139
76 H -4.98 -0.69 2.23  C71 1.094
77 H -4.52 0.40 3.55  C71 1.089
78 H -5.30 -1.15 3.87  C71 1.099
79 H -3.33 -2.38 2.99  C72 1.091
80 H -3.00 -1.47 4.44  C72 1.094
81 H -2.14 -0.59 1.58  C73 1.094
82 H -1.15 -1.24 2.84  C73 1.099
83 C -5.72 -4.69 0.23  C84 1.500, H88 1.092, H89 1.095, H90 1.099
84 C -5.27 -3.44 -0.47  C83 1.500, C85 1.529, H91 1.090, H92 1.095
85 C -3.80 -3.45 -0.87  C84 1.529, C86 1.461, H93 1.090, H94 1.093
86 C -2.92 -3.74 0.26  C85 1.461, N87 1.137
87 N -2.23 -3.98 1.13  C86 1.137
88 H -5.50 -5.62 -0.30  C83 1.092
89 H -6.79 -4.69 0.47  C83 1.095
90 H -5.26 -4.79 1.22  C83 1.099
91 H -5.47 -2.55 0.14  C84 1.090
92 H -5.86 -3.31 -1.38  C84 1.095
93 H -3.51 -2.49 -1.30  C85 1.090
94 H -3.65 -4.23 -1.61  C85 1.093
95 C 0.11 2.07 -4.11  C96 1.510, H100 1.093, H101 1.089, H102 1.095
96 C -1.27 1.80 -4.65  C95 1.510, C97 1.527, H103 1.089, H104 1.094
97 C -2.22 2.99 -4.50  C96 1.527, C98 1.461, H105 1.094, H106 1.092
98 C -2.42 3.39 -3.11  C97 1.461, N99 1.159
99 N -2.55 3.75 -2.02  C98 1.159
100 H 0.72 1.17 -4.24  C95 1.093
101 H 0.12 2.31 -3.05  C95 1.089
102 H 0.58 2.90 -4.65  C95 1.095
103 H -1.71 0.96 -4.12  C96 1.089
104 H -1.22 1.54 -5.71  C96 1.094
105 H -3.19 2.71 -4.92  C97 1.094
106 H -1.87 3.85 -5.07  C97 1.092